Computed, not measured: a structure of composition C4H8CsO2S in a non-equilibrium geometry, with ωB97M-V/def2-TZVPD.

electronic energy: -725.80754 Eh
LUMO energy: -3.58 eV
energy relative to the best compared isomer or geometry (same formula, charge and spin): 0.589 eV
charge: +1
highest occupied orbital energy: -13.55 eV
multiplicity: 1

Last column: natural (NBO) charge in e.
Atoms and positions in Å:
Cs (-1.3976, -4.5088, -0.4877)  1.00
C (1.3138, 0.6514, -0.2486)  -0.41
C (0.5936, 0.8087, 1.1710)  -0.40
C (-0.5021, -0.2632, 1.1443)  -0.62
S (-1.1908, -0.3233, -0.6072)  2.08
O (-2.4258, 0.4919, -0.7374)  -0.88
O (-1.1050, -1.6626, -1.1763)  -1.02
C (0.2435, 0.6310, -1.2904)  -0.63
H (1.8852, -0.2765, -0.2749)  0.21
H (2.0390, 1.4542, -0.3817)  0.25
H (0.1275, 1.7787, 1.3440)  0.23
H (1.2716, 0.6357, 2.0067)  0.24
H (-1.2927, -0.1494, 1.8860)  0.26
H (0.0625, -1.1867, 1.2730)  0.22
H (-0.1880, 1.6303, -1.3471)  0.25
H (0.5654, 0.2884, -2.2738)  0.26

Force components x, y, z for each atom (eV/Å):
-0.049 0.086 -0.115
0.070 0.156 1.874
-0.224 -0.259 -1.286
0.203 -0.385 -0.446
0.123 2.965 0.029
2.270 -2.051 0.416
-0.488 -0.497 0.534
-1.092 0.589 0.060
0.013 -0.126 0.210
-0.180 0.058 -0.213
0.244 0.210 -0.414
0.023 -0.126 -0.142
-0.043 -0.053 -0.257
-0.528 -0.437 -0.006
-0.012 0.061 -0.373
-0.332 -0.190 0.128


Computed, not measured: a structure of composition C4H8CuMgO3 in a non-equilibrium geometry, with ωB97M-V/def2-TZVPD.

electronic energy: -2222.74499 Eh
LUMO energy (spin up / spin down): -10.15 / -10.16 eV
charge: +2
highest occupied orbital energy (spin up / spin down): -16.55 / -16.50 eV
multiplicity: 2

Last column: Löwdin spin population.
Atoms and positions in Å:
C (1.4828, 0.6341, 1.0116)  0.01
C (1.1759, -0.0476, -0.3341)  0.08
C (-0.2640, -0.4301, -0.4709)  0.52
C (-0.7862, -1.5179, 0.3407)  0.05
O (-1.9959, -1.7738, 0.4111)  0.15
O (2.7960, 1.0363, 1.1126)  0.00
Mg (4.4632, 0.8983, 0.4391)  0.00
Cu (-4.0174, -0.6930, -0.1356)  0.00
H (1.2327, -0.0757, 1.8247)  0.00
H (0.7925, 1.4929, 1.1265)  0.00
H (1.8236, -0.9288, -0.4558)  0.03
H (1.4327, 0.6608, -1.1394)  0.00
H (-0.5656, -0.5987, -1.5161)  0.02
H (-0.0849, -2.0192, 1.0339)  0.00
O (-2.8432, 1.0614, -0.8192)  0.10
H (-3.0286, 1.5505, -1.6334)  0.00
H (-1.6137, 0.7503, -0.7957)  0.02

Force components x, y, z for each atom (eV/Å):
-1.035 -0.520 0.141
-0.144 1.270 0.112
1.115 -1.627 -1.469
-1.927 0.663 1.418
0.947 0.106 -0.345
1.626 0.044 -0.529
-0.939 0.233 0.600
1.004 0.394 -0.175
0.177 0.289 -0.166
0.443 -0.174 -0.027
-0.233 -0.140 0.032
-0.031 -0.251 0.180
-0.318 0.570 0.154
-0.145 -0.213 -0.320
4.101 -1.873 0.657
0.303 -0.043 -0.038
-4.946 1.273 -0.225


Computed, not measured: a structure of composition C4H8DyFO2 in a non-equilibrium geometry, with ωB97M-V/def2-TZVPD.

electronic energy: -1292.12042 Eh
LUMO energy (spin up / spin down): -5.02 / -6.47 eV
charge: +1
highest occupied orbital energy (spin up / spin down): -11.58 / -11.47 eV
multiplicity: 7

Last column: Löwdin spin population.
Atoms and positions in Å:
O (1.8692, 0.3045, -1.0092)  0.06
C (2.0080, -0.4532, 0.1488)  -0.02
C (0.6295, -1.1445, 0.2340)  0.01
O (-0.3074, -0.0640, 0.3704)  0.02
C (-1.6932, -0.3328, 0.0842)  0.10
C (-2.3058, 0.8118, -0.6552)  0.67
Dy (0.5691, 1.8472, -0.7644)  4.99
H (2.2434, -0.5422, 1.2329)  0.03
H (0.5445, -1.7903, 1.1203)  0.00
H (0.4055, -1.7275, -0.6745)  0.00
H (-2.1557, -0.4895, 1.0737)  0.01
H (-1.7499, -1.2674, -0.4946)  0.00
H (-2.7683, 1.6099, -0.0694)  0.04
H (-2.5854, 0.6449, -1.6993)  0.04
H (3.2120, 0.1120, 0.3923)  0.06
F (2.0845, 2.4812, 0.7100)  -0.01

Force components x, y, z for each atom (eV/Å):
-0.997 2.544 0.391
1.056 -0.170 -0.239
1.226 -3.343 -0.204
0.738 1.286 -0.485
-0.213 -0.932 0.506
-0.032 -0.165 0.077
2.707 -0.101 2.179
-1.436 3.628 1.412
-0.019 0.108 -0.313
-0.264 0.285 0.209
-0.150 0.048 -0.491
-0.060 0.329 0.143
0.112 -0.073 -0.399
0.000 0.339 0.342
-0.479 -3.405 -1.355
-2.190 -0.378 -1.774


Computed, not measured: a cluster of 2 separate species, C4H8F2NS in total in a non-equilibrium geometry, with ωB97M-V/def2-TZVPD.

electronic energy: -809.46601 Eh
LUMO energy (spin up / spin down): -4.88 / -4.72 eV
energy relative to the best compared isomer or geometry (same formula, charge and spin): 3.180 eV
charge: +1
highest occupied orbital energy (spin up / spin down): -12.30 / -13.09 eV
multiplicity: 1

Last column: natural (NBO) charge in e.
Atoms and positions in Å:
C (-2.3001, 0.3194, -0.0224)  -0.21
C (2.4045, 0.2183, 0.2940)  -0.42
C (0.1650, 1.0490, -0.2473)  -0.30
C (-2.1288, -1.1822, 0.0318)  0.47
N (1.0279, -0.1473, -0.0382)  -0.55
F (-1.8080, -1.6256, -1.1980)  -0.31
F (-1.1129, -1.4852, 0.8801)  -0.34
S (-3.3865, 1.4019, -0.0294)  0.45
H (2.3610, 0.8668, 1.0708)  0.23
H (3.2124, -0.5905, 0.3349)  0.26
H (2.6464, 0.8698, -0.6141)  0.22
H (0.3340, 1.7005, -1.0980)  0.22
H (0.0219, 1.7201, 0.5554)  0.20
H (-2.9704, -1.7672, 0.2502)  0.19
H (0.8788, -0.6705, -0.9309)  0.45
H (0.6548, -0.6773, 0.7610)  0.46

Force components x, y, z for each atom (eV/Å):
1.520 0.262 -0.338
2.425 -0.473 -5.036
-2.071 -0.301 -0.054
0.515 0.630 -0.766
-1.416 -0.077 -0.179
0.817 0.268 -0.617
-0.075 -0.138 0.272
0.102 -0.247 0.074
0.121 1.534 2.737
-1.695 0.817 0.232
0.418 -0.767 1.300
0.303 -0.937 -0.674
0.209 -0.040 1.506
-1.510 -0.366 1.181
0.636 -0.097 1.121
-0.299 -0.069 -0.759


Computed, not measured: a cluster of 2 separate species, C4H8F3NO in total in a non-equilibrium geometry, with ωB97M-V/def2-TZVPD.

electronic energy: -586.70477 Eh
LUMO energy (spin up / spin down): 0.46 / 0.10 eV
energy relative to the best compared isomer or geometry (same formula, charge and spin): 3.565 eV
highest occupied orbital energy (spin up / spin down): -9.17 / -8.01 eV
multiplicity: 1

Last column: natural (NBO) charge in e.
Atoms and positions in Å:
C (-1.0434, -1.5626, 0.7946)  -0.69
C (0.9973, 1.2369, -0.5232)  -0.48
C (-1.4979, -0.5287, -0.1850)  0.33
C (-2.8613, 0.0617, -0.0096)  0.90
N (-0.1700, 1.5063, 0.2226)  -0.57
O (-1.0454, -0.6880, -1.4475)  -0.66
F (-3.0392, 0.6221, 1.1892)  -0.31
F (-3.8289, -0.8928, -0.1091)  -0.34
F (-3.1528, 0.9649, -0.9506)  -0.32
H (-0.5796, -2.3798, 0.2440)  0.24
H (-0.3049, -1.1649, 1.4901)  0.24
H (-1.8826, -1.9381, 1.3770)  0.24
H (1.8889, 0.9969, 0.0672)  0.18
H (0.8110, 0.3960, -1.2180)  0.21
H (1.1993, 2.1055, -1.1597)  0.20
H (-0.0592, 1.3027, 1.2126)  0.32
H (-1.4014, -0.0048, -2.0330)  0.50

Force components x, y, z for each atom (eV/Å):
0.048 0.117 -0.190
0.563 -0.200 -0.315
1.141 1.210 0.182
-0.414 0.016 0.031
-1.859 -0.659 0.264
-0.359 -0.410 0.094
0.273 0.010 0.055
0.115 -0.161 -0.047
0.180 0.180 -0.211
-0.051 -0.073 0.040
-0.002 0.010 -0.003
-0.031 -0.080 0.007
-0.005 -0.002 -0.091
0.147 0.144 0.085
0.168 -0.076 -0.029
0.161 -0.107 -0.008
-0.072 0.081 0.138


Computed, not measured: a structure of composition C4H8FINO in a non-equilibrium geometry, with ωB97M-V/def2-TZVPD.

electronic energy: -684.39295 Eh
LUMO energy: -5.20 eV
energy relative to the best compared isomer or geometry (same formula, charge and spin): 1.436 eV
charge: +1
highest occupied orbital energy: -13.13 eV
multiplicity: 1

Last column: natural (NBO) charge in e.
Atoms and positions in Å:
C (0.0060, 0.9501, 0.1858)  -0.03
C (-0.8615, -1.9658, 0.3018)  -0.48
C (-0.9447, 0.2068, -0.7624)  0.25
C (1.9465, 1.0244, 0.4550)  0.10
N (-1.2495, -1.0246, -0.6694)  -0.40
O (-0.2098, 2.2780, -0.0834)  -0.69
F (2.3666, 1.8166, -0.5046)  -0.33
I (2.7851, -0.9619, 0.2996)  0.15
H (-0.2740, 0.6613, 1.3016)  0.24
H (0.1791, -1.9279, 0.5609)  0.25
H (-1.3685, -1.7358, 1.2376)  0.24
H (-1.0849, -3.0020, 0.0596)  0.26
H (-1.4315, 0.8744, -1.5130)  0.25
H (2.0990, 1.5423, 1.5229)  0.24
H (-1.9349, -1.2762, -1.4701)  0.45
H (-0.0232, 2.5402, -0.9219)  0.48

Force components x, y, z for each atom (eV/Å):
1.234 -0.056 1.853
0.202 -1.360 1.963
2.162 1.075 0.957
-2.380 -0.800 1.342
-2.436 0.486 -3.960
-1.538 -0.246 4.755
0.217 0.294 -0.351
0.038 0.749 0.149
0.284 0.842 -2.217
0.577 0.276 -0.358
-0.357 0.012 0.057
-0.233 0.248 -0.453
0.362 -0.964 0.468
-0.613 -1.328 -2.361
1.277 -0.205 2.063
1.204 0.980 -3.907


Computed, not measured: a cluster of 2 separate species, C4H8FIO in total in a non-equilibrium geometry, with ωB97M-V/def2-TZVPD.

electronic energy: -629.94458 Eh
structure (SMILES): C=C(F)[C@@H](C)O.I
LUMO energy: 0.33 eV
energy relative to the best compared isomer or geometry (same formula, charge and spin): 1.033 eV
highest occupied orbital energy: -9.77 eV
multiplicity: 1

Last column: natural (NBO) charge in e.
Atoms and positions in Å:
C (0.3783, 0.9656, 1.3450)  -0.63
C (-0.8581, -0.5349, -1.5959)  -0.52
C (-0.9644, 0.4822, 0.8048)  0.02
C (-0.6071, -0.5398, -0.2724)  0.42
O (-1.6625, 1.5871, 0.3465)  -0.69
F (-0.0152, -1.6619, 0.3177)  -0.36
I (3.4162, -1.4218, -1.6464)  -0.12
H (1.0464, 0.9759, 0.4968)  0.21
H (0.2404, 1.9661, 1.6728)  0.23
H (0.5950, 0.1396, 2.1147)  0.22
H (-0.5374, -1.4486, -2.1002)  0.23
H (2.9513, -2.5096, -0.4351)  0.12
H (-1.2383, 0.2937, -2.0809)  0.21
H (-1.4469, -0.1027, 1.5431)  0.19
H (-1.2978, 1.8089, -0.5106)  0.47

Force components x, y, z for each atom (eV/Å):
-0.336 -2.558 0.788
1.772 -2.256 2.859
2.332 -0.373 -1.502
-1.035 -0.529 -0.764
-1.297 -0.075 -0.324
-0.631 1.234 -0.747
-0.426 -0.959 1.085
0.738 -0.077 0.126
0.099 0.617 1.007
0.725 1.838 -0.850
-0.169 0.528 -0.303
0.384 0.982 -1.073
-0.905 1.332 -0.931
-1.277 0.018 0.879
0.024 0.279 -0.249


Computed, not measured: a structure of composition C4H8FKN2O4S2 in a non-equilibrium geometry, with ωB97M-V/def2-TZVPD.

electronic energy: -2063.75961 Eh
LUMO energy: -2.20 eV
highest occupied orbital energy: -8.54 eV
multiplicity: 1

Last column: natural (NBO) charge in e.
Atoms and positions in Å:
N (3.0369, -1.7103, 0.6242)  -0.61
C (2.8838, -0.6898, -0.1065)  0.14
C (2.1695, 0.5227, 0.3939)  -0.75
S (1.1260, 1.3179, -0.8340)  2.31
O (0.2819, 2.2461, -0.1152)  -0.99
O (2.0657, 1.9148, -1.7479)  -0.96
N (0.2854, 0.2242, -1.6565)  -1.20
S (-0.6454, -0.8014, -0.8862)  2.31
O (0.0293, -1.9580, -0.3535)  -0.97
O (-1.7831, -1.1197, -1.7313)  -1.00
C (-1.4253, -0.0456, 0.5581)  -0.76
C (-2.7895, 0.5168, 0.2235)  0.09
F (-2.9543, 1.8202, 0.6637)  -0.36
H (3.5607, -2.4180, 0.1163)  0.33
H (3.2840, -0.6249, -1.1180)  0.17
H (2.9239, 1.2856, 0.5873)  0.26
H (1.6609, 0.3361, 1.3351)  0.24
H (-1.5259, -0.8772, 1.2564)  0.21
H (-0.8505, 0.7175, 1.0692)  0.29
H (-3.0176, 0.4830, -0.8357)  0.23
H (-3.5582, -0.0525, 0.7395)  0.02
K (-4.7580, -1.0878, 1.8176)  0.99

Force components x, y, z for each atom (eV/Å):
-0.009 0.208 0.087
0.002 -0.283 -0.015
0.192 -0.063 0.168
0.469 0.524 -0.766
-0.191 -0.231 0.347
-0.061 -0.254 -0.151
-0.106 -0.067 1.095
-0.216 -0.311 -0.757
0.358 0.141 0.265
-0.073 0.047 -0.094
-0.469 -0.018 0.476
0.015 0.409 -0.215
-0.060 0.130 0.269
0.050 -0.099 0.000
-0.056 0.088 -0.133
-0.036 0.223 -0.026
-0.251 -0.199 -0.060
0.115 -0.207 -0.051
0.273 0.167 -0.254
0.158 -0.017 -0.159
0.799 0.724 -0.878
-0.905 -0.912 0.853